{"formula": "C36H37CaNP2", "method": "ωB97M-V/def2-TZVPD", "species": ["Ca", "C", "C", "C", "C", "C", "C", "C", "C", "C", "H", "H", "H", "H", "H", "H", "H", "H", "H", "H", "H", "H", "H", "H", "H", "P", "P", "C", "C", "C", "C", "C", "C", "C", "C", "C", "C", "C", "C", "C", "C", "C", "C", "C", "C", "C", "C", "C", "C", "C", "C", "C", "C", "H", "H", "H", "H", "H", "H", "H", "H", "H", "H", "H", "H", "H", "H", "H", "H", "H", "H", "H", "H", "H", "H", "N", "C"], "positions_angstrom": [[0.375, 1.742, -0.660], [-1.775, 1.013, -2.819], [-1.765, -0.302, -2.564], [-1.121, -1.315, -3.463], [0.334, -0.955, -3.876], [1.085, -0.047, -2.956], [1.074, 1.345, -3.034], [0.212, 2.066, -4.036], [-1.230, 1.617, -4.100], [1.332, 0.112, 3.167], [-2.497, 1.670, -2.324], [-2.457, -0.703, -1.808], [-1.740, -1.393, -4.358], [-1.144, -2.301, -3.011], [0.865, -1.921, -3.892], [0.310, -0.635, -4.947], [1.871, -0.566, -2.391], [1.992, 1.870, -2.740], [0.659, 2.009, -5.035], [0.256, 3.126, -3.792], [-1.838, 2.511, -4.293], [-1.384, 0.959, -4.975], [0.883, 1.132, 3.219], [2.203, 0.052, 3.909], [0.584, -0.627, 3.315], [-1.803, -0.572, 1.144], [2.103, -0.050, 1.599], [-0.351, -0.900, 0.148], [1.037, -0.718, 0.271], [-2.624, -2.104, 1.438], [-2.802, -2.984, 0.357], [-3.498, -4.174, 0.547], [-3.969, -4.509, 1.827], [-3.726, -3.668, 2.926], [-3.042, -2.463, 2.726], [-2.834, 0.635, 0.303], [-2.392, 1.960, 0.025], [-3.204, 3.034, 0.420], [-4.555, 2.792, 0.628], [-5.055, 1.490, 0.516], [-4.205, 0.404, 0.389], [3.514, -1.160, 1.645], [3.317, -2.492, 2.054], [4.439, -3.275, 2.327], [5.716, -2.760, 2.127], [5.884, -1.504, 1.552], [4.785, -0.706, 1.290], [2.611, 1.631, 1.109], [2.749, 2.673, 2.034], [2.855, 3.978, 1.594], [2.906, 4.272, 0.234], [2.883, 3.229, -0.706], [2.891, 1.901, -0.256], [-0.587, -1.553, -0.718], [1.661, -1.267, -0.493], [-2.391, -2.760, -0.613], [-3.681, -4.851, -0.293], [-4.515, -5.437, 1.993], [-4.063, -3.926, 3.929], [-2.820, -1.814, 3.563], [-1.595, 2.155, -0.712], [-2.776, 4.028, 0.395], [-5.202, 3.632, 0.849], [-6.138, 1.339, 0.592], [-4.601, -0.616, 0.398], [2.301, -2.860, 2.153], [4.278, -4.274, 2.688], [6.578, -3.370, 2.407], [6.877, -1.150, 1.323], [4.911, 0.272, 0.812], [2.749, 2.440, 3.114], [2.912, 4.785, 2.322], [3.054, 5.300, -0.097], [3.022, 3.447, -1.756], [2.876, 1.075, -0.986], [-1.889, 0.778, 3.663], [-1.679, 0.203, 2.661]], "forces_ev_per_a": [[0.371, -1.797, 1.443], [-1.056, 0.005, -1.078], [-1.131, 0.114, 0.021], [0.160, 0.429, 0.286], [-0.525, -1.047, -0.596], [1.203, 2.413, -0.891], [1.005, -3.171, -1.800], [0.680, 0.542, 0.233], [-0.761, -0.005, -0.154], [1.698, 1.435, 1.631], [0.364, -0.545, 0.118], [0.538, 0.399, -0.196], [0.006, 0.002, -0.120], [0.039, -0.098, 0.238], [0.039, 0.409, -0.036], [0.265, 0.323, 0.940], [-0.427, 0.595, 0.065], [-0.516, -0.165, 0.504], [0.151, -0.119, 0.067], [-0.075, 0.223, 0.052], [0.070, -0.241, -0.135], [0.023, 0.053, 0.487], [0.244, -0.874, 0.092], [-1.470, -0.035, -0.579], [-0.381, -0.688, 0.352], [2.375, 0.045, -4.353], [-1.602, 0.056, -4.665], [-3.400, 1.010, 0.559], [4.945, 1.010, 1.059], [-0.764, -0.698, 0.521], [-0.478, -0.284, 0.593], [-0.088, -0.023, 0.419], [0.067, 0.225, 0.293], [0.283, 0.128, -0.620], [-0.327, -0.550, -0.352], [-0.222, -1.516, -0.049], [1.046, 0.210, 0.956], [-0.360, -0.412, -0.961], [0.745, 0.889, 0.329], [-0.889, -0.795, -0.069], [-1.318, 0.643, 0.254], [0.208, -0.327, 0.055], [0.724, 0.661, 0.058], [-0.608, 0.446, -0.231], [0.079, -0.222, 0.018], [0.162, -0.421, 0.088], [-0.200, 0.259, 0.124], [-0.539, -1.838, 1.041], [0.108, 1.033, 0.810], [0.243, -0.493, 1.720], [-0.454, 0.381, -1.719], [0.850, -0.131, 0.886], [-0.236, 0.129, -1.676], [-0.374, 0.426, 0.819], [-0.564, 0.331, 1.290], [-0.022, 0.149, -0.178], [0.121, 0.255, 0.310], [0.129, 0.183, -0.153], [0.055, -0.062, -0.296], [-0.191, 0.029, -0.018], [-0.836, 0.321, 0.585], [-0.277, 0.203, -0.015], [-0.081, -0.161, 0.087], [0.432, -0.016, -0.103], [0.069, 0.314, 0.181], [0.124, -0.065, 0.173], [0.176, -0.310, 0.133], [-0.176, 0.220, -0.207], [0.112, 0.050, -0.038], [-0.088, -0.255, 0.429], [-0.085, 0.350, -0.647], [0.050, -0.159, -0.119], [-0.216, -0.267, 0.035], [0.044, 0.090, -0.104], [0.265, 0.312, 0.425], [0.433, -0.876, -1.495], [0.036, 1.366, 2.877]], "energy_ev": -76429.1750, "relative_energy_kcal_mol": 0.0, "mol_weight_g_mol": 585.73}